[1]
DFT (ωB97M-V/def2-TZVPD) results for a molecular structure, C15H39FeO6.

Geometry (Å):
Fe (0.062, -0.069, -0.004)
O (-1.492, 0.987, 0.122)
O (0.615, 0.653, 1.955)
O (-0.146, -0.284, -2.127)
O (1.846, -0.712, -0.277)
O (1.075, 1.844, -0.579)
O (-0.688, -1.727, 0.433)
C (0.436, -0.719, 3.930)
C (-0.383, -4.137, 0.531)
C (-2.797, 1.344, 0.266)
C (-0.179, 0.417, 3.142)
C (-0.098, 3.916, -0.951)
C (-0.185, -2.533, -3.009)
C (-1.177, -2.895, 0.948)
C (0.677, 2.762, -1.588)
C (1.862, 3.316, -2.355)
C (3.970, -1.567, 0.475)
C (-3.261, 1.568, 1.702)
C (2.895, -1.540, -0.595)
C (-0.212, 1.704, 3.945)
C (-1.025, -1.299, -2.669)
C (-1.716, -0.733, -3.883)
H (3.346, -1.170, -1.534)
H (0.350, -1.642, 3.355)
H (-1.179, 0.156, 2.804)
H (0.755, 1.860, 4.436)
H (0.074, -2.562, -4.076)
H (-0.007, 2.318, -2.311)
H (-0.423, 2.542, 3.277)
H (0.439, 4.270, -0.065)
H (-3.467, 0.599, 2.163)
H (-1.092, 3.598, -0.631)
H (-1.202, -2.834, 2.049)
H (-0.643, -4.966, 1.197)
H (-0.254, 4.777, -1.604)
H (2.436, 3.966, -1.680)
H (1.523, 3.991, -3.139)
H (2.503, 2.530, -2.752)
H (-0.101, -0.848, 4.873)
H (-1.699, -1.629, -1.883)
H (-3.472, 0.564, -0.150)
H (-0.967, 1.703, 4.730)
H (-3.092, 2.201, -0.372)
H (4.727, -2.317, 0.238)
H (-0.702, -3.475, -2.832)
H (2.523, -2.567, -0.764)
H (1.484, -0.526, 4.164)
H (1.906, 2.163, -0.217)
H (4.424, -0.575, 0.545)
H (1.273, 1.309, 2.199)
H (-0.570, -4.408, -0.506)
H (3.544, -1.791, 1.455)
H (-4.204, 2.118, 1.686)
H (-0.977, -0.535, -4.662)
H (-2.425, -1.471, -4.269)
H (-2.288, 0.166, -3.657)
H (-2.512, 2.090, 2.298)
H (-2.220, -3.115, 0.647)
H (0.759, -2.517, -2.464)
H (0.688, -3.978, 0.687)
H (0.663, -0.289, -2.650)

- Kohn-Sham gap (spin up / spin down) (eV) = 8.66 / 8.15
- energy above the lowest of the compared OMol25 structures with the same formula, charge and spin (kJ/mol) = 0.00
- expectation value of S² = 8.76
- 2S+1 = 6

Löwdin atomic charge list, values in e, 8 entries: Fe 1.018; O -0.315; O -0.108; O -0.118; O -0.345; O -0.100; O -0.305; C -0.035



[2]
DFT (ωB97M-V/def2-TZVPD) results for 9 unconnected molecules or ions with the total composition C15H39IN9O20P.

Geometry (Å):
I (0.229, 3.995, 4.253)
P (0.327, 2.499, 2.312)
O (-0.494, -0.652, 2.879)
O (-0.322, 3.364, 0.929)
O (2.095, 1.637, 0.404)
O (4.553, -3.264, 0.487)
O (-7.426, -2.201, -1.432)
O (4.755, -3.064, -1.698)
O (6.270, -1.474, -5.867)
O (-3.647, 0.473, -2.905)
O (-5.362, 1.379, 1.930)
O (0.941, 9.403, 2.350)
O (-8.420, -2.115, 0.532)
O (6.404, 0.693, 0.352)
O (-3.541, 2.165, 2.890)
O (2.604, 8.228, 1.509)
O (-1.580, -5.992, -0.682)
O (-2.685, -4.097, -0.481)
O (5.880, 1.040, 2.464)
O (-0.035, 0.705, -0.776)
O (4.449, -2.260, -6.827)
O (-5.468, -0.313, -3.865)
N (-4.802, 0.030, -2.882)
N (1.501, 8.340, 2.055)
N (-1.864, -4.841, -1.031)
N (-7.871, -2.715, -0.399)
N (6.109, 1.419, 1.309)
N (0.002, -1.382, 0.609)
N (5.208, -3.092, -0.548)
N (-4.695, 1.722, 2.914)
N (5.115, -1.917, -5.843)
C (2.158, 0.155, 0.270)
C (0.802, -2.515, 1.184)
C (-7.731, -4.191, -0.270)
C (-1.152, -4.305, -2.223)
C (-2.392, -0.035, 1.253)
C (4.464, -2.051, -4.512)
C (2.147, 2.067, 1.803)
C (-5.346, 1.588, 4.245)
C (-5.453, -0.104, -1.550)
C (6.675, -2.901, -0.389)
C (-0.903, -0.692, 1.580)
C (0.163, 1.008, -2.187)
C (0.753, -0.483, -0.328)
C (6.022, 2.880, 1.042)
C (0.776, 7.085, 2.391)
H (-2.669, -0.186, 0.103)
H (4.214, -3.105, -4.372)
H (5.162, -1.715, -3.742)
H (-6.349, 0.519, -1.558)
H (2.574, -0.381, 1.219)
H (-6.243, 2.211, 4.238)
H (-8.164, -4.505, 0.682)
H (0.623, 7.071, 3.472)
H (-6.665, -4.425, -0.305)
H (2.752, 3.093, 1.876)
H (1.059, -1.175, -1.252)
H (5.756, 3.393, 1.969)
H (7.001, 3.208, 0.687)
H (-1.385, -4.958, -3.067)
H (0.979, 0.394, -2.750)
H (-5.702, -1.158, -1.411)
H (2.972, -0.032, -0.585)
H (-1.297, 3.090, 0.820)
H (1.406, -3.064, 0.342)
H (-4.755, 0.232, -0.780)
H (7.122, -2.761, -1.375)
H (0.130, -3.308, 1.769)
H (1.383, 6.232, 2.077)
H (3.568, -1.428, -4.519)
H (-0.175, 7.100, 1.855)
H (-4.649, 1.924, 5.015)
H (6.827, -2.016, 0.232)
H (-0.083, -4.312, -1.998)
H (0.499, 2.150, -2.273)
H (-8.265, -4.647, -1.106)
H (-2.241, 1.141, 1.385)
H (2.674, 1.335, 2.545)
H (1.609, -2.168, 1.992)
H (7.074, -3.796, 0.092)
H (5.253, 3.031, 0.283)
H (-1.499, -3.288, -2.415)
H (-3.241, -0.401, 1.969)
H (-0.876, 0.949, -2.750)
H (-5.596, 0.534, 4.385)

- Kohn-Sham gap (eV) = 7.77
- structure (SMILES) = CO[C@@H](COCP(O)I)N(C)C(C)=O.C[N+](=O)[O-].C[N+](=O)[O-].C[N+](=O)[O-].C[N+](=O)[O-].C[N+](=O)[O-].C[N+](=O)[O-].C[N+](=O)[O-].C[N+](=O)[O-]

Löwdin atomic charge list, values in e, 8 entries: I 0.399; P 0.504; O -0.096; O -0.425; O -0.247; O 0.053; O 0.024; O 0.026



[3]
DFT (ωB97M-V/def2-TZVPD) results for a molecular structure, C15H39N11NbO20.

Geometry (Å):
Nb (-0.899, -2.021, 1.683)
O (-3.766, -2.532, -6.300)
O (-9.482, 0.943, 3.695)
O (-2.447, 2.519, -3.937)
O (-2.874, -1.032, -1.875)
O (6.980, 0.835, 4.457)
O (2.476, -2.731, -0.717)
O (-2.048, -3.840, -6.357)
O (4.672, 4.403, -1.122)
O (3.767, -4.460, -0.603)
O (-2.388, 3.109, -9.338)
O (6.400, 0.455, 2.420)
O (-6.980, 2.381, -0.801)
O (-5.123, 3.074, 0.051)
O (5.027, 2.477, -2.024)
O (7.160, 3.142, 8.816)
O (-7.555, 1.779, 4.178)
O (-0.526, 3.825, -8.525)
O (8.890, 1.858, 8.869)
O (-4.282, 1.819, -4.813)
O (-1.132, -2.300, -1.853)
N (-8.344, 0.859, 4.104)
N (5.114, 3.274, -1.113)
N (-2.939, -3.206, -6.880)
N (-2.022, -1.705, -2.419)
N (6.491, 0.139, 3.586)
N (-3.610, 2.176, -3.864)
N (3.531, -3.296, -0.874)
N (-6.282, 2.726, 0.131)
N (3.166, -2.879, 4.710)
N (8.005, 2.453, 8.287)
N (-1.684, 3.480, -8.420)
C (3.003, -3.446, 3.523)
C (7.947, 2.332, 6.804)
C (2.210, -2.012, 5.054)
C (1.959, -3.258, 2.648)
C (5.966, -1.199, 3.969)
C (-6.900, 2.709, 1.484)
C (0.925, -2.382, 3.006)
C (-7.878, -0.486, 4.543)
C (-3.039, -3.250, -8.364)
C (1.130, -1.772, 4.240)
C (-2.090, -1.793, -3.906)
C (5.822, 2.839, 0.122)
C (-4.269, 2.188, -2.529)
C (-2.301, 3.509, -7.065)
C (4.654, -2.505, -1.448)
H (8.756, 1.692, 6.476)
H (6.119, -1.342, 5.031)
H (-7.959, -1.153, 3.691)
H (0.387, -1.059, 4.582)
H (5.460, -2.508, -0.721)
H (-2.623, 2.501, -6.826)
H (8.049, 3.332, 6.393)
H (-6.850, -0.403, 4.876)
H (-1.823, -1.725, 3.270)
H (6.160, 1.818, -0.011)
H (-3.149, 4.186, -7.110)
H (-1.562, 3.856, -6.354)
H (4.303, -1.496, -1.637)
H (-7.753, 3.380, 1.468)
H (-2.935, -2.232, -8.728)
H (-0.026, -2.489, 0.169)
H (-2.522, -1.789, 0.868)
H (4.959, -2.991, -2.370)
H (-0.540, -0.222, 1.502)
H (6.516, -1.938, 3.394)
H (-3.045, -2.225, -4.166)
H (-4.595, 1.173, -2.323)
H (-2.000, -0.780, -4.294)
H (4.908, -1.223, 3.725)
H (-4.015, -3.656, -8.612)
H (5.119, 2.909, 0.946)
H (-8.528, -0.806, 5.352)
H (6.663, 3.511, 0.268)
H (-1.275, -2.417, -4.250)
H (3.785, -4.146, 3.214)
H (-3.558, 2.524, -1.788)
H (-1.338, -3.803, 1.931)
H (-7.211, 1.689, 1.678)
H (6.986, 1.903, 6.547)
H (-5.114, 2.864, -2.594)
H (2.300, -1.509, 6.012)
H (1.923, -3.772, 1.698)
H (-2.245, -3.883, -8.743)
H (-6.162, 3.033, 2.206)

- Kohn-Sham gap (eV) = 6.26
- total charge = -1

Löwdin atomic charge list, values in e, 8 entries: Nb 0.951; O 0.060; O 0.064; O 0.058; O 0.011; O 0.043; O 0.050; O 0.076



[4]
DFT (ωB97M-V/def2-TZVPD) results for a molecular structure, C15H39N3O2SSi2.

Geometry (Å):
S (-2.540, -2.018, -1.193)
Si (3.654, -1.357, 0.883)
Si (5.820, 0.703, 1.086)
O (-1.215, -2.586, -0.801)
O (-2.634, -2.029, -2.673)
N (-6.511, 0.962, 1.001)
N (-1.334, 0.087, -0.078)
N (4.794, -0.474, 1.794)
C (-4.589, 0.359, -2.192)
C (-5.896, 0.834, -1.490)
C (2.714, -2.539, 2.024)
C (4.424, -2.427, -0.462)
C (-1.298, 1.423, 0.568)
C (-1.976, 2.543, -0.257)
C (-2.722, -0.326, -0.486)
C (-3.263, 0.742, -1.474)
C (-3.792, -3.096, -0.397)
C (2.341, -0.257, 0.083)
C (6.929, 1.455, 2.422)
C (6.982, -0.005, -0.219)
C (-3.413, 2.072, -0.635)
C (4.877, 2.148, 0.318)
C (-6.196, 0.079, -0.138)
H (-3.294, -0.388, 0.455)
H (7.497, -0.887, 0.164)
H (1.519, -0.877, -0.318)
H (-3.956, 2.774, -1.282)
H (7.592, 2.208, 1.983)
H (2.192, -1.985, 2.809)
H (1.920, 0.435, 0.821)
H (-4.790, -2.640, -0.365)
H (-4.697, -0.713, -2.406)
H (7.547, 0.684, 2.887)
H (5.236, -3.028, -0.051)
H (-3.772, -4.097, -0.845)
H (-1.407, 2.858, -1.141)
H (5.567, 2.962, 0.064)
H (-5.678, 1.082, 1.555)
H (6.328, 1.936, 3.197)
H (-2.452, 0.948, -2.195)
H (3.678, -3.112, -0.886)
H (-4.562, 0.862, -3.175)
H (-7.065, -0.582, -0.306)
H (-6.874, 1.844, 0.673)
H (7.744, 0.735, -0.496)
H (4.367, 1.860, -0.604)
H (3.399, -3.248, 2.492)
H (4.140, 2.545, 1.019)
H (-0.237, 1.697, 0.703)
H (4.815, -1.829, -1.286)
H (-0.659, -0.039, -0.844)
H (-6.720, 0.545, -2.167)
H (-4.057, 1.874, 0.236)
H (1.971, -3.109, 1.453)
H (-5.979, 1.926, -1.381)
H (-3.448, -3.223, 0.646)
H (-5.365, -0.575, 0.166)
H (6.453, -0.278, -1.134)
H (-1.051, -0.593, 0.639)
H (2.745, 0.322, -0.749)
H (-1.722, 1.394, 1.582)
H (-2.083, 3.418, 0.405)

- Kohn-Sham gap (eV) = 4.30

Löwdin atomic charge list, values in e, 8 entries: S 0.735; Si 0.196; Si 0.210; O -0.330; O -0.309; N -0.001; N 0.060; N -0.248



[5]
DFT (ωB97M-V/def2-TZVPD) results for 6 unconnected molecules or ions with the total composition C15H40BF4N5O5.

Geometry (Å):
F (-0.683, 1.280, -2.121)
F (1.314, 0.282, -1.484)
F (-0.689, -0.435, -0.610)
F (0.158, 1.570, -0.150)
O (-1.923, -1.524, 3.521)
O (-0.487, -5.201, -2.915)
O (2.402, 0.115, 2.920)
O (3.638, 2.747, -2.480)
O (-4.084, 2.434, 1.576)
N (1.396, 2.411, -3.416)
N (-3.887, 4.705, 2.245)
N (0.039, -2.598, 4.316)
N (3.413, 0.322, 0.752)
N (-2.002, -3.504, -3.577)
C (-3.386, 3.414, 1.540)
C (-5.248, 4.570, 2.993)
C (-0.853, -3.596, 5.144)
C (-0.828, -1.887, 3.313)
C (3.552, -0.973, -0.114)
C (-1.373, -4.873, -3.736)
C (2.085, 1.310, -4.309)
C (-2.023, 3.669, 0.964)
C (-0.202, -1.875, 1.902)
C (4.793, -0.332, 2.909)
C (2.446, 2.966, -2.408)
C (1.910, 3.645, -1.200)
C (-1.049, -2.288, -3.524)
C (-2.152, -5.874, -4.543)
C (3.434, 0.012, 2.276)
B (0.043, 0.603, -1.107)
H (-1.321, 3.696, 1.797)
H (-2.058, 4.505, 0.265)
H (0.898, -2.967, 3.933)
H (-2.762, -3.366, -4.228)
H (3.728, -0.443, -1.050)
H (-1.049, -2.071, -2.455)
H (-5.967, 3.858, 2.588)
H (4.535, -1.266, 0.256)
H (-3.931, 5.506, 1.632)
H (0.340, -1.862, 4.940)
H (4.683, -0.361, 3.993)
H (2.261, 0.366, -3.793)
H (2.518, 4.526, -0.994)
H (3.027, 1.591, -4.779)
H (-2.091, -5.778, -5.627)
H (-3.197, 5.077, 2.882)
H (-0.884, -4.616, 4.761)
H (0.853, 3.818, -1.401)
H (0.630, 2.029, -2.880)
H (-3.174, -5.744, -4.189)
H (1.063, 3.257, -3.858)
H (-2.046, -6.848, -4.065)
H (5.103, -1.347, 2.661)
H (0.377, -0.957, 1.807)
H (4.162, 0.992, 0.647)
H (-5.160, 4.428, 4.070)
H (1.355, 1.127, -5.098)
H (-0.460, -3.535, 6.159)
H (2.739, -1.688, 0.014)
H (-1.798, 2.746, 0.430)
H (2.004, 2.893, -0.416)
H (-1.540, -1.534, -4.139)
H (-0.086, -2.491, -3.993)
H (-5.866, 5.459, 2.864)
H (-1.842, -3.160, 5.282)
H (5.658, 0.211, 2.527)
H (-2.490, -3.489, -2.693)
H (0.476, -2.713, 1.743)
H (-0.991, -1.751, 1.159)
H (2.545, 0.803, 0.569)

- Kohn-Sham gap (eV) = 10.77
- energy above the lowest of the compared OMol25 structures with the same formula, charge and spin (kJ/mol) = 195.60
- total charge = +4

Löwdin atomic charge list, values in e, 8 entries: F 0.109; F 0.165; F 0.165; F 0.135; O 0.213; O 0.135; O 0.123; O 0.153



[6]
DFT (ωB97M-V/def2-TZVPD) results for 3 unconnected molecules or ions with the total composition C15H40BIO11P3.

Geometry (Å):
I (7.337, -1.942, 7.206)
P (-4.634, 1.360, -5.100)
P (1.922, 0.596, 0.378)
P (3.278, -2.523, 7.322)
O (-3.379, 1.107, -6.040)
O (2.350, -3.695, 7.752)
O (3.240, -5.845, 8.192)
O (1.573, -0.706, -0.194)
O (3.451, 0.702, 0.812)
O (1.590, 2.059, -0.097)
O (-4.592, 2.967, -5.073)
O (-4.450, 0.863, -3.733)
O (1.260, 0.694, 1.849)
O (1.927, -5.438, 6.193)
O (-5.852, 1.203, -6.094)
C (4.353, -2.870, 5.954)
C (5.895, -0.792, 6.147)
C (-4.374, 3.670, -3.853)
C (-2.957, -0.239, -6.324)
C (-3.948, -1.018, -7.165)
C (-2.897, 3.860, -3.570)
C (4.497, 1.755, -1.167)
C (4.478, 0.594, -0.193)
C (-7.695, 1.689, -4.533)
C (-7.140, 0.765, -5.596)
C (0.505, -0.389, 2.373)
C (1.397, -1.391, 3.081)
C (4.924, -1.603, 5.285)
C (0.557, 2.283, -1.096)
C (-0.794, 1.759, -0.664)
B (2.528, -5.062, 7.356)
H (5.369, 1.677, -1.816)
H (4.529, 2.706, -0.638)
H (-2.751, 4.188, -2.539)
H (-7.798, 0.732, -6.461)
H (-0.073, -0.880, 1.590)
H (-4.865, 4.638, -3.956)
H (-3.516, -1.977, -7.451)
H (-8.687, 1.354, -4.229)
H (1.743, -0.980, 4.036)
H (-4.863, 3.157, -3.024)
H (2.442, -1.457, 6.990)
H (-7.762, 2.711, -4.907)
H (5.419, 0.549, 0.353)
H (-4.214, -0.463, -8.065)
H (-0.782, 0.675, -0.538)
H (0.867, 1.822, -2.036)
H (2.484, -5.942, 5.594)
H (0.853, -2.316, 3.280)
H (6.468, -0.141, 5.491)
H (-7.058, 1.700, -3.646)
H (-1.094, 2.198, 0.288)
H (-0.216, 0.038, 3.072)
H (2.281, -1.625, 2.486)
H (3.758, -3.403, 5.203)
H (3.610, 1.759, -1.802)
H (0.524, 3.358, -1.255)
H (-2.335, 2.938, -3.730)
H (5.441, -1.942, 4.389)
H (-2.469, 4.612, -4.234)
H (4.358, -0.353, -0.724)
H (4.100, -0.942, 5.006)
H (-4.869, -1.219, -6.615)
H (-1.545, 1.996, -1.417)
H (-2.760, -0.757, -5.382)
H (-2.011, -0.143, -6.853)
H (3.628, -6.615, 7.766)
H (3.973, -2.116, 8.461)
H (-7.048, -0.253, -5.213)
H (5.391, -0.126, 6.848)
H (5.133, -3.569, 6.270)

- Kohn-Sham gap (eV) = 8.43
- total charge = +1

Löwdin atomic charge list, values in e, 8 entries: I 0.855; P 0.386; P 0.389; P 1.019; O -0.174; O -0.080; O 0.244; O -0.211



These records have total energy values of -62858.73145 -87909.80885 -75044.40197 -51341.66713 -45404.12142 -75372.34807 eV, in the order they appear.